[1]
Here is C35H41N3O3 as an isolated structure from OMol25. Energies are from ωB97M-V with the def2-TZVPD basis set.

Positions of all 82 atoms, in Å:
C1 2.363 3.069 5.378
C2 1.029 2.473 5.041
O1 1.322 1.613 3.875
C3 0.161 1.248 3.364
C4 0.275 0.486 1.988
C5 -0.838 -0.582 2.170
N1 1.574 -0.067 1.746
C6 1.759 -1.277 2.224
C7 3.044 -1.848 2.663
C8 3.262 -3.249 2.748
C9 4.513 -3.755 3.111
C10 5.544 -2.846 3.448
C11 5.325 -1.448 3.432
C12 4.068 -0.963 3.056
O2 -0.929 1.452 3.849
H1 2.323 3.518 6.373
H2 3.172 2.321 5.377
H3 2.636 3.861 4.656
H4 0.652 1.761 5.800
H5 0.256 3.250 4.828
H6 -1.738 0.010 1.928
H7 -0.785 -1.374 1.399
H8 -0.928 -0.992 3.206
H9 0.893 -1.980 2.375
H10 2.449 -3.923 2.493
H11 4.710 -4.838 3.112
H12 6.538 -3.232 3.721
H13 6.135 -0.743 3.686
H14 3.855 0.105 3.035
C13 -3.192 0.313 -5.490
N2 -2.884 -0.122 -4.153
C14 -3.426 -1.265 -3.626
O3 -4.238 -1.985 -4.216
C15 -2.862 -1.435 -2.233
C16 -2.080 -2.735 -2.073
C17 -2.951 -3.964 -2.219
C18 -2.621 -4.965 -3.114
C19 -3.489 -6.038 -3.343
C20 -4.699 -6.105 -2.606
C21 -4.997 -5.134 -1.666
C22 -4.132 -4.060 -1.442
N3 -2.023 -0.236 -2.116
C23 -1.385 0.020 -0.938
C24 -0.402 0.987 -0.743
C25 0.284 1.376 0.441
C26 1.196 2.489 0.505
C27 2.273 2.657 1.446
C28 3.018 3.837 1.428
C29 2.738 4.849 0.494
C30 3.515 6.106 0.509
C31 1.714 4.657 -0.450
C32 0.942 3.524 -0.426
C33 -1.922 0.569 -3.314
C34 -0.521 0.511 -3.940
C35 -2.333 2.034 -3.110
H15 -3.918 -0.385 -5.909
H16 -3.629 1.323 -5.491
H17 -2.299 0.325 -6.134
H18 -3.705 -1.409 -1.512
H19 -1.282 -2.765 -2.838
H20 -1.588 -2.738 -1.086
H21 -1.672 -4.881 -3.672
H22 -3.239 -6.796 -4.071
H23 -5.385 -6.933 -2.792
H24 -5.927 -5.187 -1.075
H25 -4.349 -3.286 -0.714
H26 -1.694 -0.666 -0.164
H27 -0.171 1.449 -1.690
H28 -0.539 1.390 1.497
H29 2.532 1.868 2.105
H30 3.847 3.942 2.135
H31 3.425 6.585 -0.458
H32 3.119 6.788 1.260
H33 4.561 5.911 0.729
H34 1.515 5.394 -1.211
H35 0.066 3.447 -1.068
H36 -0.316 -0.498 -4.323
H37 -0.484 1.239 -4.757
H38 0.266 0.765 -3.227
H39 -3.419 2.098 -2.967
H40 -1.835 2.486 -2.248
H41 -2.048 2.595 -4.006

Computed properties:
Frontier orbital gap ... 5.974 eV
Highest occupied orbital energy ... -6.0 eV

=====

[2]
Here is C27H25AuN6O2S as an isolated structure from OMol25. Energies are from ωB97M-V with the def2-TZVPD basis set.

Positions of all 62 atoms, in Å:
Au1 -0.632 0.383 -0.874
C1 0.073 -3.341 -2.732
O1 0.503 -2.236 -1.920
C2 1.312 -2.488 -0.875
C3 1.625 -3.766 -0.420
C4 2.526 -3.928 0.620
C5 3.136 -2.829 1.228
C6 2.829 -1.563 0.792
C7 1.902 -1.374 -0.244
N1 1.559 -0.088 -0.696
N2 2.504 0.756 -0.579
C8 2.413 2.083 -0.828
C9 1.184 2.824 -1.184
O2 0.079 2.262 -1.389
C10 1.236 4.247 -1.349
C11 2.411 4.888 -1.234
C12 3.656 4.201 -0.945
C13 4.845 4.909 -0.868
C14 6.040 4.252 -0.609
C15 6.052 2.872 -0.426
C16 4.878 2.150 -0.491
C17 3.659 2.803 -0.749
H1 0.930 -3.928 -3.058
H2 -0.418 -2.904 -3.595
H3 -0.627 -3.972 -2.182
H4 1.189 -4.635 -0.890
H5 2.763 -4.930 0.959
H6 3.841 -2.974 2.035
H7 3.271 -0.691 1.255
H8 0.313 4.756 -1.595
H9 2.445 5.963 -1.372
H10 4.833 5.982 -1.018
H11 6.964 4.813 -0.553
H12 6.987 2.362 -0.235
H13 4.890 1.078 -0.355
C18 -5.238 0.273 1.077
N3 -4.040 0.704 1.788
C19 -3.935 0.586 3.254
C20 -2.636 1.349 3.571
N4 -2.081 1.564 2.222
C21 -2.972 1.276 1.263
S1 -2.763 1.657 -0.410
H14 -5.420 -0.784 1.273
H15 -5.100 0.435 0.013
H16 -6.097 0.849 1.420
H17 -3.877 -0.467 3.530
H18 -4.813 1.017 3.729
H19 -1.955 0.770 4.188
H20 -2.826 2.303 4.059
H21 -1.344 2.221 2.031
N5 -5.564 -3.094 -2.924
C22 -4.714 -2.914 -2.172
C23 -3.650 -2.685 -1.223
C24 -3.457 -3.523 -0.130
C25 -2.417 -3.253 0.742
C26 -1.604 -2.163 0.498
N6 -1.806 -1.350 -0.550
C27 -2.809 -1.599 -1.402
H22 -4.113 -4.371 0.025
H23 -2.227 -3.884 1.600
H24 -0.761 -1.933 1.138
H25 -2.951 -0.920 -2.232

Computed properties:
Frontier orbital gap (spin up / spin down) ... 4.164 / 4.397 eV
Highest occupied orbital energy (spin up / spin down) ... -12.9 / -12.9 eV
Net charge ... +2

=====

[3]
Here is C4H5CaLiO3 as an isolated structure from OMol25. Energies are from ωB97M-V with the def2-TZVPD basis set.

Positions of all 14 atoms, in Å:
O1 -0.929 1.718 0.224
Li1 -1.370 0.279 2.104
O2 -1.099 2.020 1.611
C1 0.329 1.530 -0.129
C2 0.971 0.630 -0.983
H1 1.964 0.197 -1.176
H2 0.920 2.272 0.418
H3 1.456 1.753 -1.300
O3 -0.885 -2.117 -1.206
C3 -0.791 -2.178 0.088
C4 -0.064 -1.281 0.819
Ca1 0.048 -0.878 -2.369
H4 0.864 -1.005 1.316
H5 -1.412 -2.940 0.583

Computed properties:
Frontier orbital gap (spin up / spin down) ... 7.479 / 7.902 eV
Highest occupied orbital energy (spin up / spin down) ... -12.0 / -12.4 eV
<S²> ... 0.76
Spin multiplicity ... 2
Net charge ... +1

=====

[4]
Here is C14H17Cl3N3O3SSe2Tc as an isolated structure from OMol25. Energies are from ωB97M-V with the def2-TZVPD basis set.

Positions of all 44 atoms, in Å:
Tc1 -1.286 -0.088 -0.474
N1 -1.165 3.036 -3.604
C1 -1.003 2.250 -2.543
S1 -1.277 0.515 -2.726
N2 -0.644 2.719 -1.396
N3 -0.576 1.887 -0.348
C2 -0.188 2.463 0.765
C3 0.019 1.809 2.004
C4 0.160 2.554 3.186
C5 0.348 1.930 4.393
C6 0.465 0.540 4.441
C7 0.384 -0.222 3.296
C8 0.125 0.386 2.057
O1 0.029 -0.324 0.965
H1 -1.474 2.645 -4.477
H2 -1.056 4.030 -3.502
H3 -0.001 3.530 0.702
H4 0.101 3.629 3.133
H5 0.416 2.508 5.301
H6 0.618 0.053 5.391
H7 0.491 -1.296 3.324
C9 4.289 1.018 -0.819
Se1 2.425 0.412 -0.720
C10 2.827 -1.525 -0.634
C11 2.000 -2.350 -1.596
Se2 0.101 -2.612 -1.050
C12 -0.574 -2.880 -2.851
H8 4.815 0.678 0.070
H9 4.279 2.104 -0.852
H10 4.760 0.623 -1.715
H11 2.674 -1.841 0.398
H12 3.886 -1.622 -0.885
H13 2.428 -3.354 -1.668
H14 1.980 -1.896 -2.589
H15 -0.190 -3.818 -3.245
H16 -0.266 -2.043 -3.473
H17 -1.658 -2.907 -2.788
Cl1 -5.730 -0.907 1.308
C13 -4.515 -2.095 0.796
Cl2 -5.134 -3.076 -0.523
Cl3 -4.065 -3.126 2.168
C14 -3.275 -1.323 0.381
O2 -2.744 -0.532 1.170
O3 -2.801 -1.484 -0.771

Computed properties:
Frontier orbital gap (spin up / spin down) ... 5.359 / 6.100 eV
Highest occupied orbital energy (spin up / spin down) ... -11.0 / -11.0 eV
<S²> ... 0.81
Spin multiplicity ... 2
Net charge ... +1

=====

[5]
Here is a 2-piece molecular cluster, C6H5N overall from OMol25. Energies are from ωB97M-V with the def2-TZVPD basis set.

Positions of all 12 atoms, in Å:
C1 -0.518 3.745 -0.274
C2 -0.230 0.783 1.166
C3 -0.727 3.398 1.039
C4 0.264 -0.243 0.659
C5 0.757 -1.353 0.096
C6 0.073 -2.295 -0.742
N1 -0.370 4.111 -1.399
H1 -0.525 1.220 2.089
H2 1.885 -1.624 0.171
H3 -0.345 -3.291 -0.329
H4 0.693 -2.690 -1.460
H5 -0.957 -1.762 -1.016

Computed properties:
Frontier orbital gap (spin up / spin down) ... 5.198 / 5.200 eV
Highest occupied orbital energy (spin up / spin down) ... -7.8 / -7.8 eV

=====

Values of energy above the lowest of the compared OMol25 structures with the same formula, charge and spin, in order: 311.5; 145.3; 728.9; 125.7; 890.4, all in kJ/mol.